[1]
Formula: C29H39CuN7STe
Source: the Open Molecules 2025 dataset
Level of theory: ωB97M-V/def2-TZVPD

- expectation value of S² = 0.762
- gap between HOMO and LUMO (spin up / spin down) (eV) = 7.73 / 6.05
- HOMO energy (spin up / spin down) (Ha) = -0.4623 / -0.4689
- LUMO energy (spin up / spin down) (eV) = -4.85 / -6.71

Geometry as ORCA input:
```
! wB97M-V def2-TZVPD RIJCOSX def2/J DEFGRID3
* xyz 2 2
Cu 0.3410 -0.5114 0.1278
C 1.0767 -0.2020 7.9895
C 1.1756 -0.6111 6.5506
C 2.2877 -1.2880 6.0679
C 2.3954 -1.6820 4.7420
C 3.6433 -2.4077 4.3159
C 1.3345 -1.3804 3.8575
Te 1.5594 -1.9848 1.8781
C 0.1891 -0.7052 4.3330
C -1.0229 -0.4249 3.4865
C 0.1391 -0.3301 5.6637
H 2.0083 -0.3832 8.5209
H 0.2858 -0.7631 8.4902
H 0.8283 0.8561 8.0764
H 3.1024 -1.5109 6.7454
H 4.3440 -2.4667 5.1456
H 4.1453 -1.9054 3.4893
H 3.4192 -3.4257 3.9932
H -0.7547 -0.1608 2.4638
H -1.6122 0.3813 3.9219
H -1.6609 -1.3130 3.4418
H -0.7384 0.1911 6.0294
S 1.3765 -1.5188 -1.9113
C 2.8741 -0.9450 -2.4395
N 3.5133 -1.3928 -3.5184
C 4.7915 -0.7217 -3.7449
C 4.9264 0.1563 -2.4807
N 3.6068 0.0143 -1.8611
H 3.1174 -2.0961 -4.1167
H 4.7577 -0.1237 -4.6552
H 5.5996 -1.4454 -3.8323
H 5.1284 1.1968 -2.7254
H 5.7079 -0.2045 -1.8120
H 3.3917 0.3418 -0.9351
C 0.6099 3.7494 0.6611
C 0.4428 2.3938 0.8569
N 0.4200 1.5168 -0.1615
C 0.5478 1.9889 -1.4011
C 0.6979 3.3384 -1.6995
C 0.7550 4.2262 -0.6335
C 0.8826 3.8026 -3.0862
C 0.2422 3.4328 -4.1964
C -0.9651 2.6028 -4.3369
C -1.3580 2.1578 -5.5961
C -2.5010 1.3821 -5.6778
N -3.2446 1.1015 -4.6068
C -2.8096 1.6242 -3.4698
N -1.7118 2.3272 -3.2589
H 0.6382 4.4176 1.5097
H 0.3531 1.9836 1.8530
H 0.5518 1.2482 -2.1904
H 0.9010 5.2837 -0.8150
H 1.6776 4.5316 -3.2080
H 0.6104 3.8375 -5.1319
H -0.7841 2.3961 -6.4801
H -2.8391 0.9791 -6.6245
H -3.4344 1.4558 -2.5983
C -3.6268 -2.8248 0.0563
C -2.1341 -2.4823 0.2581
N -1.7802 -1.2558 -0.4657
C -1.9610 -1.4799 -1.9052
C -3.4209 -1.8772 -2.2143
N -4.1873 -1.8335 -0.9212
C -4.1279 -0.4553 -0.3331
C -2.6433 -0.1489 -0.0254
H -4.2077 -2.7319 0.9724
H -3.7808 -3.8199 -0.3570
H -1.5027 -3.2876 -0.1147
H -1.9108 -2.3484 1.3148
H -1.2778 -2.2646 -2.2263
H -1.6811 -0.5713 -2.4355
H -3.5067 -2.8911 -2.6013
H -3.9063 -1.1935 -2.9106
H -5.1612 -2.0700 -1.1087
H -4.7539 -0.4501 0.5575
H -4.5626 0.2219 -1.0653
H -2.5009 -0.0118 1.0458
H -2.3261 0.7652 -0.5265
*
```

=====

[2]
Formula: C16H32N8OP
Source: the Open Molecules 2025 dataset
Level of theory: ωB97M-V/def2-TZVPD

- gap between HOMO and LUMO (eV) = 7.51
- HOMO energy (Ha) = -0.4073
- LUMO energy (eV) = -3.57

Geometry as ORCA input:
```
! wB97M-V def2-TZVPD RIJCOSX def2/J DEFGRID3
* xyz 1 1
N 1.3404 2.0081 2.2297
P 0.4371 1.3605 1.0123
N 1.5077 0.6928 -0.2466
C 1.6199 1.1550 -1.6821
C 0.4044 2.1246 -2.2008
C -1.0935 1.4622 -2.1337
N -1.1280 -0.0498 -2.1080
C 2.3089 -0.3890 0.1321
N 2.2638 -0.9802 1.5238
C 3.2774 -2.1076 1.3435
C 3.4570 -3.0123 2.6988
C 2.2146 -4.2743 2.4882
C 1.9135 -5.2118 3.9181
O 0.8994 -4.0699 3.3080
N 3.9169 -2.2129 -0.0273
N 3.3157 -1.1679 -0.7346
H 1.1420 1.4882 3.1284
H -0.4436 2.4277 0.5435
H -0.3053 0.2462 1.5754
H 2.6391 1.7647 -1.7653
H 1.7237 0.1969 -2.3479
H 0.6207 2.3372 -3.3555
H 0.4603 3.1702 -1.6723
H -1.6523 1.9764 -1.2216
H -1.6938 1.8170 -3.1011
H -1.9061 -0.3667 -2.7606
H -1.3389 -0.3173 -1.1167
H 4.4803 -3.5781 2.7514
H 3.1541 -2.4440 3.6763
H 2.1738 -4.8688 1.3842
H 1.1875 -6.0307 3.4994
H 1.8340 -4.6500 4.9430
H 4.6178 -2.9340 -0.3341
H 3.5334 -0.9503 -1.7443
C -2.9006 -3.5575 -6.6387
C -2.1666 -2.2586 -6.3211
C -1.9828 -2.0309 -4.8194
C -3.3411 -1.9539 -4.1416
N -4.4680 -1.8900 -3.5794
H -3.9174 -3.5568 -6.2333
H -2.9834 -3.6920 -7.7219
H -2.3656 -4.4212 -6.2275
H -2.7230 -1.4208 -6.7589
H -1.1831 -2.2791 -6.8032
H -1.4404 -1.0958 -4.6448
H -1.4036 -2.8474 -4.3745
C -0.0595 4.4863 5.2591
C -1.2308 5.4414 5.0527
C -2.5181 4.7239 4.6417
C -2.3011 3.9923 3.3272
N -2.1209 3.3854 2.2367
H 0.2009 3.9603 4.3352
H 0.8295 5.0391 5.5791
H -0.2923 3.7401 6.0274
H -0.9563 6.1793 4.2890
H -1.4090 5.9916 5.9830
H -3.3297 5.4489 4.5197
H -2.8192 4.0034 5.4099
*
```

=====

[3]
Formula: C6H12N3
Source: the Open Molecules 2025 dataset
Level of theory: ωB97M-V/def2-TZVPD

- gap between HOMO and LUMO (eV) = 9.54
- relative energy (zero: lowest compared OMol25 entry of this formula, charge and spin) (eV) = 4.296
- HOMO energy (Ha) = -0.5172
- LUMO energy (eV) = -4.54

Geometry as ORCA input:
```
! wB97M-V def2-TZVPD RIJCOSX def2/J DEFGRID3
* xyz 1 1
C -0.1360 -1.3732 1.3813
C -0.1703 -1.8060 2.8458
C 0.1524 1.5805 -0.9244
C -0.0383 -0.1400 0.7115
C 1.5015 1.6341 -1.6039
C -1.4844 -0.4112 -1.3318
N 0.3631 2.0069 0.4385
N 0.3022 1.0837 1.2084
N -0.1869 0.1143 -0.8688
H -0.2144 -2.2147 0.6546
H -0.3739 -0.9684 3.6619
H -0.9109 -2.6278 3.0010
H 0.9764 -2.0814 3.0881
H -0.5033 2.2563 -1.3379
H 1.8470 2.6518 -1.7146
H 1.5744 1.1978 -2.6538
H 2.1771 1.1515 -0.9274
H -1.5650 -1.4517 -0.9564
H -2.3216 0.1229 -0.8602
H -1.4723 -0.3834 -2.3852
H 0.4831 -0.3419 -1.4267
*
```

=====

[4]
Formula: C13H21NO4
Source: the Open Molecules 2025 dataset
Level of theory: ωB97M-V/def2-TZVPD

- gap between HOMO and LUMO (eV) = 9.59
- relative energy (zero: lowest compared OMol25 entry of this formula, charge and spin) (eV) = 0.286
- HOMO energy (Ha) = -0.3492
- LUMO energy (eV) = 0.09

Geometry as ORCA input:
```
! wB97M-V def2-TZVPD RIJCOSX def2/J DEFGRID3
* xyz 0 1
C 5.5687 1.4987 0.9542
C 4.1634 1.0700 0.5494
C 4.0596 -0.4477 0.4079
C 2.6417 -0.9371 0.1142
C 2.1436 -0.5360 -1.2732
H 2.0755 0.5501 -1.3522
C 0.7800 -1.1564 -1.5872
N -0.2343 -0.7748 -0.6380
C -0.7935 -1.6441 0.2253
O -0.5237 -2.8174 0.3475
C -1.8417 -0.8690 1.0183
O -2.5131 -1.2759 1.9203
C -1.8941 0.5356 0.4160
C -3.2603 0.6536 -0.2585
O -3.4438 0.4681 -1.4313
O -4.1818 0.9702 0.6344
C -5.5483 0.9676 0.2036
C -6.1187 -0.4420 0.2212
H -5.6152 -1.0591 -0.5191
H -7.1795 -0.4099 -0.0093
H -5.9777 -0.8877 1.2027
H -5.6037 1.3954 -0.8026
H -6.0657 1.6136 0.9150
H -1.8416 1.2796 1.2111
C -0.7388 0.5767 -0.5796
H -1.0890 0.8828 -1.5727
H 0.0459 1.2670 -0.2516
H 0.4549 -0.8593 -2.5904
H 0.8472 -2.2463 -1.5400
H 2.8525 -0.8807 -2.0278
H 2.6195 -2.0261 0.1890
H 1.9633 -0.5459 0.8760
H 4.7301 -0.7827 -0.3867
H 4.3981 -0.9067 1.3395
H 3.9054 1.5504 -0.3962
H 3.4506 1.4104 1.3046
H 5.6281 2.5806 1.0484
H 6.2935 1.1788 0.2089
H 5.8429 1.0556 1.9090
*
```

=====

[5]
Formula: C17H20MoN5O6S3Te
Source: the Open Molecules 2025 dataset
Level of theory: ωB97M-V/def2-TZVPD

- expectation value of S² = 2.300
- gap between HOMO and LUMO (spin up / spin down) (eV) = 5.13 / 6.58
- relative energy (zero: lowest compared OMol25 entry of this formula, charge and spin) (eV) = 3.175
- HOMO energy (spin up / spin down) (Ha) = -0.1379 / -0.1651
- LUMO energy (spin up / spin down) (eV) = 1.38 / 2.08

Geometry as ORCA input:
```
! wB97M-V def2-TZVPD RIJCOSX def2/J DEFGRID3
* xyz -1 3
Mo -0.6577 0.6177 1.8151
C 3.3471 -0.9704 3.2168
C 1.8673 -0.8086 3.0021
S 1.1846 0.7755 3.2482
C 1.0883 -1.8487 2.6304
C 1.6449 -3.2330 2.4298
S -0.6242 -1.6408 2.3960
H 3.8092 -0.0162 3.4626
H 3.8192 -1.3446 2.3048
H 3.5599 -1.6785 4.0230
H 2.1491 -3.5965 3.3294
H 2.3734 -3.2365 1.6139
H 0.8544 -3.9340 2.1665
C -1.7222 5.8134 0.3327
O -1.2273 4.4919 0.1641
C -0.6805 3.8375 1.1963
O -0.1201 2.7827 0.9875
N -0.7974 4.4537 2.4124
N -0.1081 3.8668 3.4891
H -1.8297 6.2197 -0.6689
H -1.0307 6.4262 0.9108
H -2.7036 5.8024 0.8142
H -1.7066 4.8539 2.6049
H -0.5952 3.0272 3.8032
H -0.0697 4.5454 4.2367
S -2.5115 0.9337 -0.1099
C -1.7827 0.6845 -1.6388
N -2.2184 -0.3808 -2.3613
C -1.7276 -0.6760 -3.5678
C -0.7602 0.1204 -4.1182
C -0.3372 1.1946 -3.3292
N -0.8316 1.4871 -2.1435
H -2.7689 -1.1878 -1.8618
H -2.1253 -1.5713 -4.0290
H -0.3257 -0.0972 -5.0812
H 0.4500 1.8534 -3.6842
Te -2.6273 1.3014 3.2219
O 2.6496 -0.1775 -0.1983
C 1.4797 -0.4975 -0.2300
O 0.5389 0.2401 0.3378
C 1.0293 -1.7061 -0.9986
C 2.0123 -2.5146 -1.5795
C 1.6281 -3.5821 -2.3795
C 0.2942 -3.8188 -2.6651
C -0.6856 -2.9807 -2.1126
C -0.3081 -1.9671 -1.2191
N -2.0105 -3.1084 -2.5057
O -2.3400 -4.0032 -3.3393
O -2.8882 -2.2427 -2.0607
H 3.0528 -2.2808 -1.4024
H 2.3839 -4.2273 -2.8123
H -0.0211 -4.6163 -3.3212
H -1.0732 -1.3852 -0.7323
*
```

=====

[6]
Formula: C3H7BO
Source: the Open Molecules 2025 dataset
Level of theory: ωB97M-V/def2-TZVPD

- gap between HOMO and LUMO (eV) = 8.54
- relative energy (zero: lowest compared OMol25 entry of this formula, charge and spin) (eV) = 2.904
- HOMO energy (Ha) = -0.3196
- LUMO energy (eV) = -0.16

Geometry as ORCA input:
```
! wB97M-V def2-TZVPD RIJCOSX def2/J DEFGRID3
* xyz 0 1
B 0.9789 -0.1447 -0.4338
C -0.6640 -1.9443 0.2422
C -0.3562 -0.8499 -0.4320
C 1.9750 0.7090 -0.0214
O -1.4618 2.0030 0.0008
H -1.5904 -2.4468 0.2337
H -0.0468 -2.2245 1.0755
H -1.1419 -0.2528 -1.0088
H 2.3568 0.5948 0.9673
H -0.9155 1.3055 -0.3817
H 2.5894 1.4536 -0.6480
H -2.1199 1.3852 0.3292
*
```

=====

[7]
Formula: C9H15N2OS
Source: the Open Molecules 2025 dataset
Level of theory: ωB97M-V/def2-TZVPD

- gap between HOMO and LUMO (eV) = 8.50
- relative energy (zero: lowest compared OMol25 entry of this formula, charge and spin) (eV) = 0.000
- HOMO energy (Ha) = -0.4709
- LUMO energy (eV) = -4.32

Geometry as ORCA input:
```
! wB97M-V def2-TZVPD RIJCOSX def2/J DEFGRID3
* xyz 1 1
C 1.5148 1.0094 -0.1044
C -1.5143 -0.2922 -2.2813
C -0.6641 -1.2312 -1.8609
C 0.2627 1.2839 2.0645
C -1.3171 -0.2112 1.0398
C 1.0116 0.2916 1.1738
C -1.1537 1.2409 1.4986
C 0.5525 -0.9535 -1.1130
C 1.5046 -2.0983 -0.9359
N 1.1182 0.3068 -1.2132
N 0.0331 -0.7101 0.7838
O 2.1243 2.0312 -0.1109
S -1.3427 2.3624 0.0458
H -2.4089 -0.5531 -2.8187
H -1.3436 0.7595 -2.1154
H -0.8706 -2.2773 -2.0371
H 0.2677 0.9428 3.1002
H 0.7143 2.2735 2.0190
H -1.8030 -0.8129 1.8108
H -1.9198 -0.2783 0.1254
H 1.8794 -0.1396 1.6747
H -1.9140 1.5257 2.2237
H 2.3080 -1.8655 -0.2423
H 1.9650 -2.2893 -1.9069
H 0.9976 -3.0125 -0.6349
H 1.0236 0.8339 -2.0729
H 0.1985 -1.6347 1.1678
H -1.2242 3.4982 0.7201
*
```

=====

[8]
Formula: C6H10BeBrCl6CsF6N2NaO3S2Si
Source: the Open Molecules 2025 dataset
Level of theory: ωB97M-V/def2-TZVPD

- gap between HOMO and LUMO (eV) = 1.27
- HOMO energy (Ha) = -0.3374
- LUMO energy (eV) = -7.91

Geometry as ORCA input:
```
! wB97M-V def2-TZVPD RIJCOSX def2/J DEFGRID3
* xyz 1 1
N -0.4221 2.2922 3.2255
Si 0.8032 1.4270 2.1683
S 0.5930 -0.6995 2.6315
C 2.5191 2.1498 2.6535
F 2.8279 1.6027 4.0281
F 2.3459 3.6365 2.7995
C 3.7604 1.7310 1.6691
F 4.7522 2.8703 1.7093
F 4.4790 0.4842 2.0764
S 0.2433 1.6892 0.1004
O -0.9302 0.6675 -0.1664
O 1.3440 1.3392 -0.9319
F -0.3876 3.3021 -0.1353
H -0.0022 2.2756 4.2033
H -0.3570 3.3222 2.9648
H -0.6081 -0.8278 3.3819
H 3.4828 1.5979 0.5404
C 2.8305 0.2643 -3.7495
Cl 3.1790 -1.3663 -4.3489
Cl 4.3346 1.1532 -3.4544
Cl 1.8038 1.1423 -4.8959
H 2.2917 0.1753 -2.8028
Cs -0.8245 -1.5712 0.6112
C -3.2586 3.2732 -2.2784
Cl -3.6084 2.0153 -1.0805
Cl -2.8079 2.5463 -3.8302
Cl -4.6528 4.3484 -2.4767
H -2.4145 3.8666 -1.9180
O -5.4575 -2.0334 0.3561
H -6.3833 -2.0401 0.1945
Be 2.7879 0.5638 -6.8491
Br 5.6262 -1.0664 2.9010
C -1.8330 -7.8047 -0.8554
C -1.7923 -6.6839 0.0988
N -1.7600 -5.7984 0.8527
H -1.0349 -7.7299 -1.6015
H -1.7152 -8.7697 -0.3512
H -2.7826 -7.8380 -1.3998
F -2.6545 2.2386 1.2672
Na -4.3175 2.2548 2.6924
*
```

=====

> Which formula does entry 8 have?

C6H10BeBrCl6CsF6N2NaO3S2Si